# 1
The following is a quantum chemistry calculation of C30H44BrGaN5O3 as an isolated structure in a non-equilibrium geometry, from the Open Molecules 2025 dataset.

Last column: Mulliken charge in e.
Cartesian coordinates (Å):
C (5.85, 1.65, 1.78)  -1.259
C (4.88, 1.91, 0.63)  -0.128
C (3.48, 1.31, 0.87)  -0.730
Ga (3.18, -0.57, 0.21)  -0.715
C (3.93, -2.06, 1.37)  0.056
C (4.36, -1.66, 2.79)  -1.062
C (1.20, -1.01, 0.23)  -0.365
O (0.27, 0.01, -0.31)  -0.290
C (-1.02, -0.23, -0.15)  0.788
C (-1.82, 1.05, -0.18)  -0.813
O (-1.51, -1.33, 0.04)  -0.623
C (3.81, -0.75, -1.77)  -0.724
C (5.16, -0.42, -2.12)  0.526
O (5.62, 0.36, -2.88)  -0.544
Br (6.56, -1.45, -1.11)  -0.359
H (6.17, 0.61, 1.80)  0.209
H (6.75, 2.27, 1.67)  0.394
H (5.40, 1.89, 2.74)  0.344
H (4.81, 2.99, 0.47)  0.361
H (5.32, 1.50, -0.28)  0.005
H (3.25, 1.35, 1.94)  0.434
H (2.73, 1.95, 0.38)  0.435
H (3.12, -2.81, 1.45)  0.032
H (4.74, -2.57, 0.85)  0.411
H (5.38, -2.00, 3.03)  0.258
H (3.70, -2.09, 3.55)  0.196
H (4.35, -0.58, 2.95)  0.184
H (0.99, -1.96, -0.27)  0.404
H (0.89, -1.15, 1.28)  0.130
H (-1.56, 1.67, 0.67)  0.270
H (-1.64, 1.64, -1.08)  0.390
H (-2.88, 0.79, -0.13)  -0.004
H (3.59, -1.78, -2.06)  0.410
H (3.22, -0.07, -2.40)  0.398
N (7.10, -3.29, -4.06)  0.162
C (7.16, -4.48, -4.73)  -0.555
C (7.07, -4.21, -6.07)  -0.350
C (6.95, -2.80, -6.21)  -0.563
C (6.97, -2.26, -4.94)  -0.331
H (7.13, -3.17, -3.06)  0.118
H (7.25, -5.41, -4.20)  0.359
H (7.08, -4.94, -6.86)  0.381
H (6.85, -2.24, -7.12)  0.395
H (6.89, -1.24, -4.60)  0.368
N (-1.01, -2.78, 4.44)  0.146
C (-0.15, -3.24, 5.39)  -0.391
C (0.87, -3.90, 4.75)  -0.717
C (0.61, -3.83, 3.36)  -0.412
C (-0.56, -3.13, 3.20)  -0.596
H (-1.86, -2.27, 4.62)  0.230
H (-0.33, -3.07, 6.44)  0.393
H (1.72, -4.36, 5.23)  0.409
H (1.22, -4.23, 2.56)  0.460
H (-1.10, -2.85, 2.31)  0.527
N (-5.44, 0.77, -0.77)  0.020
C (-5.63, 1.48, 0.38)  -0.219
C (-6.53, 2.48, 0.11)  -0.847
C (-6.89, 2.37, -1.26)  -0.083
C (-6.19, 1.31, -1.78)  -0.673
H (-4.82, -0.01, -0.86)  0.235
H (-5.11, 1.22, 1.28)  0.327
H (-6.88, 3.21, 0.82)  0.411
H (-7.57, 3.00, -1.80)  0.406
H (-6.15, 0.90, -2.78)  0.400
N (-2.67, 0.51, 4.16)  0.156
C (-2.24, 0.61, 5.46)  -0.611
C (-3.11, -0.08, 6.25)  -0.387
C (-4.12, -0.62, 5.40)  -0.526
C (-3.82, -0.23, 4.12)  -0.412
H (-2.22, 0.92, 3.37)  0.172
H (-1.34, 1.16, 5.70)  0.389
H (-3.04, -0.20, 7.31)  0.406
H (-4.96, -1.22, 5.69)  0.391
H (-4.31, -0.43, 3.18)  0.387
N (-6.90, 5.72, -5.14)  -0.010
C (-7.17, 4.65, -4.32)  -0.416
C (-8.49, 4.33, -4.48)  -0.170
C (-9.04, 5.24, -5.43)  -0.664
C (-8.03, 6.08, -5.82)  -0.466
H (-6.01, 6.16, -5.22)  0.187
H (-6.40, 4.22, -3.70)  0.375
H (-9.00, 3.53, -3.98)  0.432
H (-10.05, 5.26, -5.79)  0.374
H (-8.02, 6.90, -6.51)  0.367

Net charge: -1
Largest force on an atom, eV/Å: 1.19
2S+1: 1
E_HOMO, eV: -5.34
Frontier orbital gap, eV: 7.4

=====

# 2
The following is a quantum chemistry calculation of a 9-piece molecular cluster, C28H79N5O13 overall in a non-equilibrium geometry, from the Open Molecules 2025 dataset.

Last column: Mulliken charge in e.
Cartesian coordinates (Å):
C (-1.82, -0.58, -5.19)  1.286
C (-2.69, -1.46, -6.03)  -0.570
O (-2.18, -1.50, -7.37)  -0.558
O (-2.17, 0.79, -5.36)  -0.690
H (-0.79, -0.74, -5.56)  0.204
H (-1.83, -0.87, -4.14)  -1.038
H (-3.74, -1.13, -6.01)  0.375
H (-2.66, -2.50, -5.66)  0.209
H (-2.79, -2.03, -7.89)  0.308
H (-1.35, 1.26, -5.15)  0.482
C (-0.19, -1.66, -1.72)  2.682
C (0.92, -1.31, -0.77)  -0.975
O (0.49, -0.24, 0.04)  0.649
O (0.23, -2.52, -2.79)  -0.571
H (-0.51, -0.74, -2.20)  -1.984
H (-0.99, -2.09, -1.11)  -0.222
H (1.81, -1.03, -1.36)  0.384
H (1.30, -2.15, -0.17)  0.304
H (1.29, 0.15, 0.49)  -0.393
H (-0.55, -3.10, -2.94)  0.414
C (3.29, -4.57, -3.13)  -0.490
C (3.93, -3.51, -4.00)  -0.219
O (5.33, -3.43, -3.73)  -0.543
O (1.88, -4.70, -3.33)  -0.589
H (3.46, -4.29, -2.07)  0.297
H (3.77, -5.55, -3.23)  0.472
H (3.49, -2.52, -3.88)  0.188
H (3.78, -3.80, -5.05)  0.248
H (5.67, -4.33, -3.78)  0.319
H (1.46, -3.83, -3.19)  0.375
C (-0.63, -5.56, -0.98)  -0.341
C (-1.93, -5.29, -1.72)  -0.388
O (-1.77, -4.40, -2.87)  -0.493
O (0.30, -6.35, -1.70)  -0.554
H (-0.91, -6.12, -0.09)  0.426
H (-0.18, -4.62, -0.63)  0.026
H (-2.62, -4.79, -1.03)  0.214
H (-2.35, -6.24, -2.07)  0.470
H (-2.41, -4.67, -3.54)  0.210
H (0.67, -5.83, -2.43)  0.461
C (-4.50, 2.58, 5.18)  -1.591
C (-3.70, 1.29, 5.14)  0.843
C (-2.33, 1.37, 4.47)  -0.307
O (-2.55, 1.53, 3.09)  -0.400
C (-1.48, 2.13, 2.38)  -0.757
N (-3.56, 0.76, 6.50)  -0.741
H (-5.54, 2.36, 5.39)  0.413
H (-4.45, 3.06, 4.20)  0.344
H (-4.13, 3.24, 5.97)  0.397
H (-4.23, 0.60, 4.47)  0.015
H (-1.79, 0.44, 4.71)  -0.085
H (-1.77, 2.24, 4.84)  0.402
H (-0.54, 1.58, 2.45)  0.235
H (-1.37, 3.18, 2.70)  0.546
H (-1.79, 2.19, 1.33)  0.143
H (-3.36, -0.23, 6.55)  0.240
H (-4.44, 0.85, 6.99)  0.276
C (1.87, 3.16, 0.68)  -0.896
C (2.99, 2.15, 0.63)  0.629
C (4.34, 2.77, 0.95)  -0.776
O (4.66, 3.76, 0.00)  -0.305
C (5.82, 4.46, 0.38)  -0.792
N (2.70, 0.98, 1.46)  -0.305
H (0.96, 2.71, 0.28)  -0.338
H (2.16, 3.98, 0.02)  0.574
H (1.72, 3.56, 1.68)  0.363
H (3.04, 1.75, -0.40)  0.130
H (5.16, 2.05, 1.04)  0.468
H (4.22, 3.22, 1.95)  0.234
H (5.61, 5.08, 1.27)  0.335
H (6.04, 5.13, -0.44)  0.241
H (6.65, 3.79, 0.61)  0.301
H (2.45, 1.24, 2.42)  -0.252
H (3.49, 0.36, 1.61)  0.304
C (-4.35, -1.70, 1.60)  -1.725
C (-3.04, -1.52, 0.83)  0.669
C (-3.27, -0.45, -0.25)  0.558
O (-4.35, -0.70, -1.15)  -0.530
C (-4.07, -1.67, -2.11)  -0.130
N (-2.00, -1.08, 1.74)  -0.396
H (-4.69, -0.74, 2.01)  0.290
H (-4.33, -2.43, 2.41)  0.380
H (-5.12, -2.04, 0.90)  0.387
H (-2.78, -2.50, 0.42)  -0.005
H (-2.34, -0.28, -0.80)  -0.399
H (-3.54, 0.48, 0.26)  0.188
H (-3.27, -1.40, -2.81)  -0.130
H (-4.98, -1.84, -2.70)  0.449
H (-3.79, -2.67, -1.72)  0.054
H (-2.29, -0.25, 2.26)  0.018
H (-1.10, -0.92, 1.28)  0.205
C (3.48, 2.30, 5.43)  -1.332
C (2.05, 1.86, 5.76)  0.882
C (1.84, 0.36, 5.57)  -0.839
O (1.73, 0.14, 4.17)  -0.072
C (1.36, -1.17, 3.85)  -0.597
N (1.75, 2.22, 7.15)  -0.772
H (3.57, 3.37, 5.63)  0.404
H (3.66, 2.18, 4.36)  0.183
H (4.25, 1.77, 5.99)  0.326
H (1.41, 2.39, 5.04)  -0.007
H (0.89, 0.10, 6.04)  0.335
H (2.65, -0.23, 6.01)  0.353
H (2.15, -1.89, 4.11)  0.304
H (1.27, -1.25, 2.77)  -0.151
H (0.38, -1.47, 4.25)  0.362
H (0.79, 1.93, 7.37)  0.295
H (1.62, 3.22, 7.27)  0.296
C (-0.75, 2.18, -2.35)  0.565
C (0.22, 3.18, -2.99)  0.726
C (0.36, 3.12, -4.49)  -1.103
O (0.44, 1.74, -4.91)  -0.370
C (1.73, 1.19, -4.87)  -0.648
N (-0.01, 4.60, -2.54)  -0.757
H (-1.78, 2.32, -2.71)  0.491
H (-0.71, 2.27, -1.27)  -0.233
H (-0.43, 1.18, -2.63)  -0.752
H (1.20, 2.96, -2.52)  -0.153
H (1.18, 3.72, -4.89)  0.393
H (-0.58, 3.43, -4.96)  0.363
H (2.28, 1.58, -4.01)  0.256
H (2.30, 1.47, -5.76)  0.307
H (1.68, 0.10, -4.86)  0.173
H (-0.03, 4.58, -1.53)  0.280
H (-0.98, 4.83, -2.78)  0.331

Largest force on an atom, eV/Å: 2.43
SMILES string: COC[C@H](C)N.COC[C@H](C)N.COC[C@H](C)N.COC[C@H](C)N.COC[C@H](C)N.OCCO.OCCO.OCCO.OCCO
2S+1: 1
E_HOMO, eV: -8.45
Frontier orbital gap, eV: 8.9
Relative energy (zero: lowest compared OMol25 entry of this formula, charge and spin), eV: 0.000

=====

# 3
The following is a quantum chemistry calculation of one molecule with the formula C19H20N4O5S2 in a non-equilibrium geometry, from the Open Molecules 2025 dataset.

Last column: Mulliken charge in e.
Cartesian coordinates (Å):
C (5.56, 2.59, 0.29)  -0.706
H (5.47, 2.71, -0.79)  0.274
O (5.44, 1.24, 0.68)  -0.486
C (4.38, 0.48, 0.30)  0.499
C (4.52, -0.87, 0.57)  -0.763
C (3.53, -1.79, 0.28)  -0.818
C (2.36, -1.36, -0.33)  -0.483
C (2.21, -0.01, -0.62)  -0.094
C (3.18, 0.93, -0.29)  1.180
O (3.01, 2.27, -0.52)  -0.487
C (1.78, 2.72, -1.04)  -0.789
H (0.94, 2.42, -0.40)  0.227
H (1.86, 3.80, -1.06)  0.288
H (1.62, 2.35, -2.06)  0.343
H (1.30, 0.31, -1.09)  0.474
C (1.26, -2.35, -0.65)  -0.713
C (0.85, -3.01, 0.63)  0.311
O (1.16, -4.12, 0.97)  -0.629
N (0.09, -2.24, 1.52)  0.022
C (-0.53, -1.05, 1.35)  0.170
N (-0.59, -0.34, 0.29)  0.559
N (-1.30, 0.78, 0.41)  -0.825
C (-1.82, 0.95, 1.58)  0.256
S (-2.83, 2.27, 2.04)  -0.113
C (-3.27, 2.96, 0.41)  -0.626
H (-3.81, 3.88, 0.64)  0.396
H (-2.35, 3.17, -0.13)  0.329
C (-4.19, 1.98, -0.31)  0.525
O (-5.38, 1.95, -0.11)  -0.650
N (-3.54, 1.17, -1.17)  -0.180
H (-2.53, 1.14, -1.13)  0.314
C (-4.17, -0.04, -1.68)  -1.130
C (-3.73, -1.23, -0.88)  0.403
C (-4.03, -1.61, 0.39)  -0.281
C (-3.25, -2.77, 0.65)  -0.726
C (-2.53, -2.99, -0.48)  -0.380
O (-2.80, -2.06, -1.41)  -0.386
H (-1.82, -3.75, -0.74)  0.654
H (-3.24, -3.35, 1.55)  0.517
H (-4.72, -1.14, 1.05)  0.600
H (-5.25, 0.10, -1.59)  0.455
H (-3.89, -0.18, -2.73)  0.301
S (-1.42, -0.33, 2.72)  -0.235
H (-0.07, -2.71, 2.40)  0.234
H (0.42, -1.83, -1.11)  0.305
H (1.64, -3.12, -1.32)  0.466
H (3.67, -2.83, 0.51)  0.441
H (5.44, -1.19, 1.04)  0.425
H (6.55, 2.90, 0.62)  0.301
H (4.81, 3.22, 0.78)  0.232

Largest force on an atom, eV/Å: 1.60
SMILES string: COc1ccc(CC(=O)Nc2nnc(SCC(=O)NCc3ccco3)s2)cc1OC
2S+1: 1
E_HOMO, eV: -8.06
Frontier orbital gap, eV: 8.3
Relative energy (zero: lowest compared OMol25 entry of this formula, charge and spin), eV: 1.207

=====

- What is the largest force on an atom in the third record?
  1.60 eV/Å

=====

- Which value of E_HOMO does entry 3 give?
  -8.06 eV

=====

- What is the formula in the first record?
  C30H44BrGaN5O3

=====

- Number 3 is which compound?
  C19H20N4O5S2